Entry 1:
{"formula": "C4H4O2Zn", "method": "ωB97M-V with the def2-TZVPD basis set", "mol_weight_da": 149.46, "relative_energy_ev": 0.000, "total_energy_ev": -56701.910, "charge": 2, "homo_lumo_gap_ev": [8.707, 6.176], "elements": ["H", "O", "C", "C", "C", "H", "H", "H", "C", "O", "Zn"], "xyz": [[2.041, -1.788, 2.606], [2.509, -3.191, -1.224], [1.708, -2.286, -0.591], [2.028, -1.751, 0.568], [2.196, -1.141, 1.719], [2.154, -3.391, -2.095], [0.768, -2.031, -1.087], [2.756, -0.205, 1.793], [-0.358, 0.671, 1.586], [-1.413, 1.002, 1.306], [-3.128, 1.622, 0.624]], "atomic_forces_ev_per_a": [[-0.125, 0.612, -0.202], [-1.209, 2.358, 2.239], [0.329, -2.975, -4.119], [1.093, 2.076, 4.131], [0.638, -1.916, -1.547], [-0.245, -0.360, -0.646], [0.255, -0.058, -0.013], [-0.349, -0.053, 0.075], [-0.447, 0.239, -0.010], [2.023, -0.686, 0.772], [-1.962, 0.763, -0.680]], "mulliken_charge": [0.304, -0.252, 0.048, 0.375, -0.570, 0.409, 0.337, 0.350, 0.251, -0.030, 0.778]}

=====

Entry 2:
{"formula": "C4H4O3", "method": "ωB97M-V with the def2-TZVPD basis set", "smiles": "COC(=C=O)C=O", "mol_weight_da": 100.07, "relative_energy_ev": 2.218, "total_energy_ev": -10352.994, "homo_lumo_gap_ev": 9.270, "elements": ["C", "C", "O", "C", "O", "C", "O", "H", "H", "H", "H"], "xyz": [[-1.675, 0.323, 0.376], [0.411, -0.776, -1.204], [0.253, -1.198, -2.273], [0.582, -0.223, 0.004], [-0.437, -0.106, 0.919], [1.946, 0.143, 0.377], [2.907, 0.016, -0.355], [-2.376, 0.378, 1.210], [-2.060, -0.401, -0.357], [-1.583, 1.304, -0.106], [2.030, 0.540, 1.408]], "atomic_forces_ev_per_a": [[-0.263, 0.055, -0.080], [-0.187, -0.296, -0.894], [0.190, 0.396, 1.038], [0.161, -0.079, -0.192], [0.071, -0.063, 0.080], [0.200, -0.055, -0.206], [-0.331, 0.051, 0.286], [0.101, 0.026, -0.129], [0.042, 0.095, 0.113], [0.037, -0.135, 0.090], [-0.021, 0.004, -0.107]], "mulliken_charge": [-0.734, 0.707, -0.323, 0.187, -0.357, -0.173, -0.531, 0.229, 0.304, 0.335, 0.356]}

=====

Entry 3:
{"formula": "C4H4O3", "method": "ωB97M-V with the def2-TZVPD basis set", "mol_weight_da": 100.07, "relative_energy_ev": 3.041, "total_energy_ev": -10352.172, "homo_lumo_gap_ev": 9.367, "elements": ["C", "C", "O", "C", "O", "C", "O", "H", "H", "H", "H"], "xyz": [[1.611, 1.075, -0.137], [0.154, 1.092, 0.254], [-0.459, 2.086, 0.593], [-0.603, -0.180, 0.082], [-0.591, -0.864, 1.186], [-2.205, -2.329, -0.643], [-2.674, -2.403, -1.670], [2.175, 0.443, 0.559], [2.003, 2.094, -0.113], [1.730, 0.652, -1.140], [-1.140, -1.665, 1.027]], "atomic_forces_ev_per_a": [[0.043, 0.054, 0.005], [-0.095, 0.283, 0.028], [0.238, -0.388, -0.105], [0.109, 0.019, 0.338], [-0.134, 0.042, -0.360], [-0.502, -0.136, -0.997], [0.420, 0.034, 0.959], [-0.096, 0.073, -0.086], [-0.058, -0.137, 0.006], [-0.037, 0.046, 0.141], [0.113, 0.109, 0.070]], "mulliken_charge": [-1.001, 0.937, -0.536, -0.461, -0.249, 0.020, -0.076, 0.300, 0.279, 0.330, 0.458]}

=====

Entry 4:
{"formula": "C4H4O3", "method": "ωB97M-V with the def2-TZVPD basis set", "mol_weight_da": 100.07, "relative_energy_ev": 2.366, "total_energy_ev": -10352.846, "homo_lumo_gap_ev": 10.807, "elements": ["O", "C", "O", "C", "C", "C", "O", "H", "H", "H", "H"], "xyz": [[2.838, 0.864, 1.777], [2.068, 0.096, 1.460], [0.315, 1.940, 0.169], [-0.547, 1.118, 0.369], [-0.876, 0.018, -0.600], [-0.180, -1.252, -0.813], [-1.408, -1.189, -0.095], [-1.415, 0.440, -1.449], [-1.240, 1.193, 1.227], [0.695, -1.540, -0.237], [-0.250, -1.688, -1.809]], "atomic_forces_ev_per_a": [[-0.789, -0.822, -0.322], [1.002, 0.750, 0.461], [-0.441, -0.357, 0.096], [0.286, 0.259, -0.231], [-0.029, 0.231, -0.204], [0.220, -0.039, -0.151], [-0.212, -0.066, 0.089], [-0.018, -0.098, -0.080], [0.129, -0.066, 0.148], [-0.145, 0.215, 0.023], [-0.004, -0.007, 0.172]], "mulliken_charge": [-0.159, 0.133, -0.443, -0.249, 0.318, -0.243, -0.418, 0.317, 0.327, 0.196, 0.222]}

=====

Entry 5:
{"formula": "C4H4O3", "method": "ωB97M-V with the def2-TZVPD basis set", "smiles": "CC(=O)C(=O)C=O", "mol_weight_da": 100.07, "relative_energy_ev": 1.286, "total_energy_ev": -10353.926, "homo_lumo_gap_ev": 8.878, "elements": ["C", "C", "O", "C", "O", "C", "O", "H", "H", "H", "H"], "xyz": [[1.302, 0.886, -0.500], [0.299, 0.563, 0.568], [-0.055, 1.315, 1.447], [-0.327, -0.838, 0.559], [0.211, -1.803, 1.047], [-1.702, -0.968, -0.096], [-2.099, -0.144, -0.880], [2.123, 0.161, -0.486], [1.690, 1.895, -0.347], [0.813, 0.823, -1.480], [-2.256, -1.890, 0.168]], "atomic_forces_ev_per_a": [[0.035, 0.077, 0.004], [0.004, 0.319, 0.245], [0.125, -0.364, -0.414], [0.199, -0.375, 0.236], [-0.232, 0.490, -0.262], [-0.238, 0.261, -0.299], [0.210, -0.392, 0.405], [-0.153, 0.057, 0.010], [-0.061, -0.141, -0.012], [0.066, -0.023, 0.145], [0.046, 0.092, -0.058]], "mulliken_charge": [-0.998, 0.700, -0.510, 0.395, -0.486, 0.050, -0.429, 0.328, 0.290, 0.307, 0.353]}

=====

Entry 6:
{"formula": "C4H4O3S", "method": "ωB97M-V with the def2-TZVPD basis set", "smiles": "O=C(O)[C@@H]1O[C@H]1C=S", "mol_weight_da": 132.14, "relative_energy_ev": 1.919, "total_energy_ev": -21188.791, "homo_lumo_gap_ev": 8.492, "elements": ["C", "C", "C", "C", "H", "H", "H", "H", "O", "O", "O", "S"], "xyz": [[-1.513, -0.049, 1.066], [-0.130, 0.306, 0.639], [0.459, -0.215, -0.637], [1.928, -0.324, -0.725], [-2.062, 0.908, -0.389], [0.533, 0.563, 1.457], [-0.132, -0.930, -1.255], [2.478, 0.458, -0.189], [-2.494, 0.304, 0.257], [-1.687, -0.771, 2.019], [-0.046, 1.105, -0.552], [2.668, -1.355, -1.691]], "atomic_forces_ev_per_a": [[0.001, -2.235, 0.956], [0.408, 0.506, -0.705], [-0.944, -0.914, 0.330], [0.061, 0.590, -0.385], [-0.562, -0.250, -0.006], [0.065, 0.065, -0.103], [0.496, 0.629, 0.494], [-0.130, -0.256, 0.080], [0.246, 1.060, -0.757], [0.112, 0.756, -0.265], [0.067, 0.349, 0.353], [0.179, -0.300, 0.008]], "mulliken_charge": [0.164, 0.124, 0.473, -0.503, 0.396, 0.409, 0.365, 0.285, -0.462, -0.533, -0.501, -0.218]}

=====

Entry 7:
{"formula": "C4H4O4", "method": "ωB97M-V with the def2-TZVPD basis set", "mol_weight_da": 116.07, "relative_energy_ev": 7.577, "total_energy_ev": -12395.728, "homo_lumo_gap_ev": 8.079, "elements": ["C", "C", "C", "C", "O", "O", "O", "O", "H", "H", "H", "H"], "xyz": [[-0.915, 0.122, 0.495], [0.559, 0.209, 0.726], [0.658, -0.507, -0.524], [0.037, 0.790, -0.584], [-1.711, -1.033, 0.535], [1.348, 0.383, 1.792], [0.440, -1.680, -1.144], [-0.094, 1.717, -1.558], [-2.416, -0.864, -0.083], [0.705, 0.666, 2.483], [0.957, -2.413, -0.787], [0.432, 2.610, -1.351]], "atomic_forces_ev_per_a": [[1.006, 0.890, 0.048], [-1.424, -1.638, 0.071], [0.280, 0.803, -0.563], [-1.058, -2.366, -0.538], [1.395, 0.886, -0.071], [-0.425, 0.701, 1.049], [-0.039, 0.268, 0.029], [1.724, 3.462, 0.740], [-0.531, -0.069, -0.381], [0.886, -0.155, -0.334], [-0.065, 0.236, 0.359], [-1.748, -3.017, -0.408]], "mulliken_charge": [-0.481, 0.307, 0.175, 0.333, -0.368, -0.501, -0.412, -0.545, 0.353, 0.394, 0.348, 0.398]}

=====

Entry 8:
{"formula": "C4H4O4", "method": "ωB97M-V with the def2-TZVPD basis set", "smiles": "CC(=O)C(=O)C(=O)O", "mol_weight_da": 116.07, "relative_energy_ev": 2.429, "total_energy_ev": -12400.875, "homo_lumo_gap_ev": 9.230, "elements": ["C", "C", "C", "C", "O", "O", "O", "O", "H", "H", "H", "H"], "xyz": [[-0.993, -0.272, 1.355], [1.108, 0.221, -1.118], [-0.234, 0.835, -0.966], [-0.775, -0.625, -0.088], [1.878, 0.429, -0.018], [1.471, -0.322, -2.136], [-0.978, 1.699, -1.249], [-1.117, -1.614, -0.651], [2.786, 0.158, -0.229], [-1.667, 0.588, 1.412], [-0.042, 0.017, 1.804], [-1.437, -1.114, 1.886]], "atomic_forces_ev_per_a": [[0.043, -0.388, 0.160], [2.095, 2.677, -2.470], [-0.335, -4.615, 1.862], [-1.611, 2.192, -0.061], [-0.478, -0.238, -0.113], [-0.447, -0.128, 1.165], [0.262, 0.888, -0.371], [0.484, -0.114, -0.130], [-0.164, -0.249, -0.034], [0.106, -0.061, -0.127], [-0.048, 0.001, 0.073], [0.093, 0.035, 0.045]], "mulliken_charge": [-1.047, 0.500, 0.456, 0.637, -0.431, -0.499, -0.431, -0.477, 0.350, 0.315, 0.314, 0.314]}